# 1
A 2-piece molecular cluster, C5H10N2O2 overall. Source: OMol25; level of theory: the ωB97M-V functional and the def2-TZVPD basis.

The geometry in ORCA input format:
```
! RIJCOSX wB97M-V def2-TZVPD def2/J DEFGRID3
* xyz 0 1
H -0.038 1.788 -1.546
N 0.595 0.916 -1.343
C 0.997 1.010 -0.146
C 1.828 -0.053 0.405
N 0.561 2.025 0.667
H 2.713 0.472 0.894
H 1.984 -0.777 -0.465
H 1.149 -0.658 1.089
H 0.721 2.078 1.659
H -0.057 2.692 0.315
C -1.679 0.172 1.007
C -1.291 -0.602 0.066
C -1.056 -1.615 -0.665
O -1.919 -2.767 -0.591
O -0.016 -1.726 -1.550
H -2.196 1.030 0.618
H -1.327 0.362 2.024
H -1.389 -3.546 -0.768
H 0.421 -0.799 -1.669
*
```

- HOMO-LUMO gap (eV) = 8.79
- HOMO (eV) = -8.2
- energy relative to the best compared isomer or geometry (same formula, charge and spin) (eV) = 4.102
- M (Da) = 130.1
- SMILES = [H]/N=C(/C)N.C=C=C(O)O

***

# 2
C5H10N2O2 as an isolated structure. Source: OMol25; level of theory: the ωB97M-V functional and the def2-TZVPD basis.

The geometry in ORCA input format:
```
! RIJCOSX wB97M-V def2-TZVPD def2/J DEFGRID3
* xyz 0 1
C -1.350 -0.246 1.138
C 0.305 -1.936 -0.056
C -1.636 -0.187 -0.317
C 0.665 0.621 -0.181
C -0.225 -0.531 0.110
N 1.234 1.313 0.851
N 1.473 0.518 -1.283
O -0.750 1.584 -0.836
O -2.464 -0.648 -1.073
H -1.118 2.205 -0.192
H 0.962 0.145 -2.075
H 1.764 2.140 0.615
H 0.981 1.015 1.780
H 1.926 1.382 -1.549
H -1.736 -1.121 1.647
H -1.324 0.653 1.742
H 1.093 -2.156 0.671
H -0.505 -2.658 0.067
H 0.706 -2.095 -1.059
*
```

- HOMO-LUMO gap (eV) = 8.81
- HOMO (eV) = -8.2
- energy relative to the best compared isomer or geometry (same formula, charge and spin) (eV) = 3.700
- M (Da) = 130.1

***

# 3
C5H10N2O2 in the gas phase. Source: OMol25; level of theory: the ωB97M-V functional and the def2-TZVPD basis.

The geometry in ORCA input format:
```
! RIJCOSX wB97M-V def2-TZVPD def2/J DEFGRID3
* xyz 0 1
C -2.272 -1.397 0.111
C -1.013 -0.670 -0.238
C 0.190 -1.300 -0.664
O 0.792 -1.168 -1.855
C -0.719 0.670 0.028
O -1.344 1.691 0.269
N 0.797 0.661 0.039
C 1.361 0.742 1.388
N 1.324 1.587 -0.910
H -2.950 -0.735 0.654
H -2.066 -2.263 0.752
H -2.809 -1.767 -0.768
H 0.522 -2.244 -0.226
H 0.552 -0.304 -2.240
H 1.017 1.650 1.895
H 1.036 -0.131 1.954
H 2.452 0.737 1.341
H 0.825 2.474 -0.816
H 2.304 1.766 -0.713
*
```

- HOMO-LUMO gap (eV) = 8.31
- HOMO (eV) = -7.9
- energy relative to the best compared isomer or geometry (same formula, charge and spin) (eV) = 4.252
- M (Da) = 130.1
- SMILES = C/C(=C/O)C(=O)N(C)N

***

# 4
C5H10N2O2 as an isolated structure. Source: OMol25; level of theory: the ωB97M-V functional and the def2-TZVPD basis.

The geometry in ORCA input format:
```
! RIJCOSX wB97M-V def2-TZVPD def2/J DEFGRID3
* xyz 0 1
C 0.327 -0.439 2.088
C 1.073 0.776 -1.377
N -0.589 1.559 1.098
C -1.422 -0.186 -0.337
C -0.025 0.375 0.876
C 0.407 -0.195 -0.444
N 0.966 -1.472 -0.430
O -1.798 0.758 -1.240
O -2.146 -1.114 -0.059
H -2.745 0.649 -1.415
H -0.684 2.132 0.262
H 1.258 -1.804 -1.340
H 0.415 -2.179 0.040
H -0.052 -1.461 2.063
H -0.119 0.028 2.961
H 1.411 -0.523 2.146
H 0.624 0.697 -2.367
H 0.957 1.819 -1.080
H 2.142 0.579 -1.442
*
```

- HOMO-LUMO gap (eV) = 8.93
- HOMO (eV) = -8.3
- energy relative to the best compared isomer or geometry (same formula, charge and spin) (eV) = 3.189
- M (Da) = 130.1